Computed, not measured: a 3-piece molecular cluster, C11H32O3Si2 overall, with wB97M-V/def2-TZVPD.

Summary:
total energy: -33825.1383 eV
energy relative to the best compared isomer or geometry (same formula, charge and spin): 0.000 eV
structure (SMILES): C[Si](C)(C)OCC[SiH3].CC(C)O.CC(C)O
HOMO: -9.8 eV
LUMO level: 0.844 eV

Each line ends with the Löwdin charge.
Cartesian coordinates (Å):
C -2.7971 -1.6579 6.3657  -0.17
Si -2.6752 -2.4804 4.6906  0.40
C -1.0347 -3.3736 4.5305  -0.15
C -4.0944 -3.6582 4.4226  -0.16
O -2.7863 -1.3366 3.4909  -0.26
C -2.3745 0.0165 3.6025  -0.36
C -2.6163 0.6981 2.2653  -0.35
Si -1.7375 -0.1991 0.8603  0.66
H -2.7779 -2.4268 7.1447  0.03
H -3.7201 -1.0866 6.4885  0.03
H -1.9553 -0.9851 6.5468  0.03
H -1.1479 -4.4500 4.6810  0.03
H -0.6338 -3.2179 3.5256  0.03
H -0.2906 -3.0176 5.2468  0.03
H -4.2122 -4.3406 5.2681  0.03
H -3.9300 -4.2621 3.5262  0.03
H -5.0326 -3.1148 4.2924  0.03
H -1.3079 0.0620 3.8600  0.11
H -2.9291 0.5145 4.4059  0.11
H -3.6911 0.6887 2.0557  0.07
H -2.3025 1.7439 2.3183  0.07
H -0.4582 -0.7517 1.3704  -0.07
H -1.4515 0.7212 -0.2589  -0.09
H -2.5558 -1.3224 0.3535  -0.08
C 1.2057 2.7342 -3.2822  -0.06
C -0.0729 3.0902 -2.5458  -0.51
C -0.5761 4.4801 -2.8976  -0.07
O 0.0952 2.9535 -1.1336  -0.08
H 1.9976 3.4448 -3.0231  0.08
H 1.5433 1.7328 -3.0229  0.07
H 1.0657 2.7714 -4.3633  0.08
H -0.8456 2.3566 -2.7889  0.13
H 0.1740 5.2311 -2.6318  0.08
H -1.4950 4.7046 -2.3566  0.08
H -0.7692 4.5663 -3.9681  0.08
H 0.7812 3.5692 -0.8546  0.08
C 5.0531 -0.2736 -6.0898  -0.06
C 4.4559 0.1404 -4.7557  -0.51
C 4.8728 -0.7858 -3.6257  -0.06
O 3.0339 0.2324 -4.8395  -0.06
H 4.7230 -1.2825 -6.3544  0.08
H 4.7388 0.4093 -6.8783  0.08
H 6.1433 -0.2798 -6.0456  0.08
H 4.7720 1.1596 -4.5205  0.14
H 4.5379 -1.8068 -3.8312  0.08
H 4.4315 -0.4625 -2.6835  0.08
H 5.9582 -0.8059 -3.5158  0.08
H 2.6882 -0.6431 -5.0448  0.09